1.
{
  "formula": "C2H4NS",
  "method": "ωB97M-V/def2-TZVPD",
  "elements": ["C", "C", "N", "S", "H", "H", "H", "H"],
  "positions_angstrom": [[-0.367, -0.801, 0.236], [0.825, -0.049, 0.390], [-0.445, 0.503, -0.317], [0.037, -0.327, 1.955], [-0.935, -1.695, -0.055], [2.415, 0.696, -0.987], [-0.265, 0.679, -1.275], [-1.266, 0.994, 0.054]],
  "max_force_ha_per_bohr": 0.043,
  "homo_lumo_gap_ev": [8.86, 6.85],
  "relative_energy_kcal_mol": 145.5,
  "total_charge": 1,
  "e_tot_ev": -14449.029
}

***

2.
{
  "formula": "C6H10N",
  "method": "ωB97M-V/def2-TZVPD",
  "elements": ["C", "C", "C", "C", "C", "C", "N", "H", "H", "H", "H", "H", "H", "H", "H", "H", "H"],
  "positions_angstrom": [[-1.020, 1.464, 0.230], [-1.170, 0.213, -0.627], [0.315, 0.972, 0.574], [0.946, -0.107, 0.046], [-1.983, -0.852, -0.028], [1.625, -1.383, 0.077], [1.475, 1.213, -0.360], [-0.958, 2.408, -0.310], [-1.737, 1.543, 1.046], [-1.457, -1.388, 0.763], [-2.255, -1.572, -0.797], [-2.887, -0.443, 0.431], [2.075, -1.580, -0.897], [0.941, -2.193, 0.321], [2.427, -1.372, 0.819], [1.317, 1.509, -1.326], [2.347, 1.569, 0.037]],
  "max_force_ha_per_bohr": 0.037,
  "homo_lumo_gap_ev": [8.34, 8.34],
  "relative_energy_kcal_mol": 119.3,
  "total_charge": 1,
  "e_tot_ev": -7861.176
}